[1]
Formula: C28H22BrIrN4O2S4Sb
Source: OMol25
Level of theory: ωB97M-V with the def2-TZVPD basis set

As for the spin multiplicity: 5. The highest occupied orbital energy (alpha / beta) comes out at -0.3719 / -0.3805 hartree. The energy above the lowest of the compared OMol25 structures with the same formula, charge and spin is 8.6 kJ/mol. As for the charge: +1. The value obtained for the HOMO-LUMO gap (alpha / beta) is 6.13 / 5.00 eV. As for the expectation value of S²: 6.02.

Cartesian coordinates (Å):
Ir 0.9165 -0.6994 0.0631
C -1.1572 4.1544 -5.8883
C -0.9691 3.6950 -4.4704
C -1.6142 4.3409 -3.4203
C -1.4230 3.9396 -2.1068
C -0.5730 2.8765 -1.8466
C 0.0847 2.2154 -2.8761
C -0.1217 2.6253 -4.1796
S -0.2691 2.4032 -0.1784
O -1.2558 3.0078 0.6666
O 1.1198 2.6293 0.1054
N -0.4857 0.7487 -0.1836
C -1.8052 0.2754 -0.2648
C -2.9433 1.0065 -0.5384
C -4.2088 0.3902 -0.5723
C -4.3662 -0.9441 -0.3269
C -3.2275 -1.7290 -0.0393
C -3.2849 -3.1087 0.2464
C -2.1371 -3.7983 0.5255
C -0.9146 -3.1161 0.5064
N -0.8284 -1.8285 0.2350
C -1.9623 -1.1136 -0.0252
H -2.1176 4.6499 -6.0205
H -1.0980 3.3196 -6.5855
H -0.3760 4.8673 -6.1599
H -2.2766 5.1707 -3.6325
H -1.9221 4.4414 -1.2885
H 0.7467 1.3861 -2.6590
H 0.3824 2.1105 -4.9883
H -2.8874 2.0688 -0.7069
H -5.0727 1.0032 -0.7903
H -5.3429 -1.4082 -0.3444
H -4.2457 -3.6081 0.2449
H -2.1511 -4.8541 0.7530
H 0.0122 -3.6351 0.7101
Br -1.0981 2.5115 6.5891
C -0.3264 1.4269 5.2529
C -0.3089 0.0500 5.4228
C 0.2503 -0.7485 4.4405
C 0.7908 -0.1639 3.2973
C 0.7539 1.2160 3.1289
C 0.1997 2.0156 4.1124
N 1.3498 -0.9496 2.2693
C 2.0590 -1.9931 2.5207
C 2.5415 -2.7815 1.4114
C 3.3848 -3.8810 1.5669
C 3.8330 -4.5553 0.4534
C 3.4279 -4.1191 -0.8093
C 2.5912 -3.0306 -0.9000
N 2.1468 -2.3725 0.1815
H -0.7407 -0.3931 6.3089
H 0.2356 -1.8263 4.5455
H 1.1725 1.6613 2.2356
H 0.1681 3.0882 3.9851
H 2.3271 -2.2776 3.5356
H 3.6823 -4.1790 2.5633
H 4.4928 -5.4057 0.5561
H 3.7607 -4.6117 -1.7110
H 2.2607 -2.6529 -1.8582
S 5.7252 -0.8220 -2.3395
Sb 6.1104 0.8482 -0.7820
S 4.2686 -0.0411 0.6231
S 2.7166 0.5042 -0.5641

=====

[2]
Formula: C28H22IN8Pt
Source: OMol25
Level of theory: ωB97M-V with the def2-TZVPD basis set

As for the spin multiplicity: 3. The highest occupied orbital energy (alpha / beta) comes out at -0.3677 / -0.4017 hartree. As for the charge: +1. The value obtained for the HOMO-LUMO gap (alpha / beta) is 6.77 / 6.58 eV. As for the expectation value of S²: 2.01.

Cartesian coordinates (Å):
Pt -0.7031 -0.1450 1.0081
C -2.5352 -3.9728 1.4682
C -3.6508 -3.9282 0.6373
C -4.0898 -2.7084 0.1838
C -3.3996 -1.5360 0.5175
N -2.2820 -1.5907 1.2773
C -1.8971 -2.7937 1.7542
N -3.9952 -0.3669 0.0757
C -3.4327 0.7774 -0.0219
N -2.1182 1.1153 0.2462
C -1.9020 2.4462 -0.0224
N -0.8316 3.1355 0.0731
C 0.3968 2.7196 0.5285
C 1.4322 3.6566 0.3727
C 2.6942 3.3858 0.8335
C 2.9311 2.1732 1.4757
C 1.8934 1.2894 1.5959
N 0.6476 1.5361 1.1308
C -3.1899 3.0252 -0.4732
C -3.5256 4.3109 -0.8436
C -4.8469 4.5411 -1.2128
C -5.7891 3.5144 -1.2049
C -5.4412 2.2214 -0.8298
C -4.1274 2.0028 -0.4681
H -2.1742 -4.8997 1.8897
H -4.1784 -4.8347 0.3715
H -4.9783 -2.6062 -0.4213
H -1.0332 -2.7906 2.4031
H 1.1827 4.5881 -0.1129
H 3.4912 4.1062 0.7039
H 3.9072 1.9121 1.8592
H 2.0484 0.3234 2.0532
H -2.7850 5.0992 -0.8445
H -5.1545 5.5346 -1.5117
H -6.8079 3.7332 -1.4960
H -6.1606 1.4136 -0.8189
I 4.5258 1.4428 -3.6389
C 4.6573 0.4494 -1.8144
C 5.8752 0.2691 -1.1790
C 5.8899 -0.3907 0.0400
C 4.6876 -0.8366 0.5685
N 3.5172 -0.6667 -0.0413
C 3.5053 -0.0376 -1.2132
H 6.7899 0.6368 -1.6241
H 6.8175 -0.5528 0.5723
H 4.6627 -1.3468 1.5266
H 2.5396 0.0951 -1.6888
N 1.4979 -2.3207 1.9755
C 1.3107 -2.5028 0.6348
C 2.0027 -3.5151 -0.0453
C 1.8568 -3.6286 -1.4009
C 1.0116 -2.7484 -2.0835
C 0.3382 -1.8097 -1.3523
N 0.4688 -1.6896 -0.0127
H 1.9832 -3.0280 2.4981
H 0.8844 -1.7224 2.5006
H 2.6616 -4.1696 0.5100
H 2.3984 -4.3940 -1.9409
H 0.8736 -2.8053 -3.1530
H -0.3508 -1.1159 -1.8155

=====

no.,calculated total energy (eV),maximum force (Eh/bohr)
1,-162203.214,0.0248
2,-52655.934,0.0204